one | A cluster of 5 separate species, C4H16FN8O4 in total. Source: the OMol25 dataset; level of theory: ωB97M-V/def2-TZVPD.

```
33
Properties=species:S:1:pos:R:3:mulliken_charge:R:1
F -0.15 -0.32 -0.20 -0.98
C 3.33 -3.71 2.90 0.65
O 3.93 -4.13 3.90 -0.68
N 2.13 -4.08 2.57 -0.39
N 3.60 -2.56 2.31 -0.42
H 1.73 -4.91 2.97 0.21
H 1.79 -3.65 1.72 0.19
H 4.29 -1.96 2.74 0.22
H 2.90 -2.14 1.72 0.20
C 0.23 -1.87 -5.59 0.48
O 0.33 -2.24 -6.75 -0.68
N -0.86 -2.01 -4.94 -0.35
N 1.24 -1.75 -4.79 -0.36
H -1.59 -1.82 -5.62 0.26
H -0.65 -1.51 -4.09 0.21
H 1.98 -1.18 -5.17 0.24
H 0.84 -1.51 -3.90 0.19
C 2.06 4.35 2.07 0.64
O 2.47 5.30 2.68 -0.67
N 1.19 3.52 2.49 -0.38
N 2.55 3.90 0.96 -0.37
H 0.68 3.72 3.34 0.20
H 0.89 2.71 1.96 0.17
H 2.21 2.98 0.70 0.20
H 2.97 4.56 0.32 0.21
C -5.59 1.42 0.67 0.64
O -6.73 1.49 0.55 -0.60
N -4.72 1.42 -0.24 -0.40
N -4.88 1.23 1.74 -0.41
H -3.79 1.07 -0.06 0.17
H -5.04 1.42 -1.20 0.21
H -3.87 1.18 1.69 0.19
H -5.46 1.09 2.54 0.20
```

Highest occupied orbital energy = -5.00 eV
Total charge = -1

two | A cluster of 5 separate species, C4H16FN8O4 in total. Source: the OMol25 dataset; level of theory: ωB97M-V/def2-TZVPD.

```
33
Properties=species:S:1:pos:R:3:mulliken_charge:R:1
F -1.87 -23.90 -11.30 -1.01
C 0.80 -25.80 -10.23 0.67
O 0.08 -25.73 -9.25 -0.71
N 0.54 -25.12 -11.23 -0.17
N 1.86 -26.53 -10.37 -0.38
H 1.19 -25.19 -12.00 0.09
H -0.36 -24.65 -11.26 0.21
H 2.27 -27.00 -9.57 0.23
H 2.39 -26.58 -11.22 0.15
C -0.23 -21.92 -13.99 0.54
O 0.38 -21.00 -14.51 -0.75
N -1.27 -21.87 -13.28 -0.05
N 0.19 -23.11 -14.21 -0.31
H -1.54 -22.71 -12.79 0.06
H -1.72 -20.98 -13.13 0.22
H -0.35 -23.80 -13.70 0.26
H 0.78 -23.23 -15.03 0.20
C -3.40 -25.56 -14.43 0.42
O -3.77 -26.36 -15.30 -0.77
N -3.36 -25.68 -13.15 -0.23
N -2.87 -24.43 -14.68 -0.26
H -2.89 -25.16 -12.42 0.19
H -3.96 -26.43 -12.84 0.18
H -2.39 -24.00 -13.90 0.03
H -2.66 -24.09 -15.61 0.22
C -5.21 -23.24 -10.53 0.58
O -4.77 -23.63 -9.45 -0.68
N -6.44 -23.05 -10.80 -0.30
N -4.46 -22.99 -11.57 -0.25
H -7.27 -23.18 -10.24 0.21
H -6.52 -22.61 -11.71 0.13
H -4.93 -22.60 -12.38 0.13
H -3.47 -23.15 -11.47 0.16
```

Highest occupied orbital energy = -6.20 eV
Total charge = -1

Need the numbers? Relative energies in hartree: one 0.1020; two 0.0000.